# 1
C3H10N2O | ωB97M-V with the def2-TZVPD basis set

Geometry as ORCA input:
```
! wB97M-V def2-TZVPD RIJCOSX def2/J DEFGRID3
* xyz 0 1
C 1.79885 0.41235 1.04441
C 2.03922 -0.70880 0.35668
O 3.21504 -1.46384 0.68221
H 1.50210 1.23110 0.43885
H 1.89999 0.52938 2.08585
H 1.74237 -0.66959 -0.63190
H 2.84056 -2.15919 1.32458
N -1.68892 -0.20938 0.58251
C -1.47581 0.90375 -0.44134
N -1.43801 0.52368 -1.86220
H -2.67021 -0.35147 0.87755
H -1.35166 -1.13851 0.34419
H -2.37127 1.45765 -0.34896
H -0.61948 1.57871 -0.21603
H -1.05124 -0.45402 -1.91014
H -2.37153 0.51818 -2.32627
*
```

F_max = 4.34 eV/A
SMILES string = C=CO.NCN
E_tot = -304.9474 a.u.
ΔE to the lowest compared entry with this formula, charge and spin = 79.8 kcal/mol
HOMO-LUMO gap = 9.80 eV

These are the Löwdin partial charges, in e, on atoms 1 to 6: C 0.030; C -0.233; O -0.076; H 0.039; H 0.051; H 0.066

---

# 2
C3H10N2O | ωB97M-V with the def2-TZVPD basis set

Geometry as ORCA input:
```
! wB97M-V def2-TZVPD RIJCOSX def2/J DEFGRID3
* xyz 0 1
N 0.26876 1.63896 -0.80485
C -0.20621 1.84423 1.05624
O 0.03545 0.87599 1.81864
H -0.64361 1.61484 -1.25203
H 0.65825 2.55065 -0.98839
H 0.41462 2.77268 1.14383
H -1.25056 2.11715 0.80827
C -0.01392 -1.71619 -0.69729
C -0.88826 -2.40541 0.03707
N 0.89982 -0.76875 -0.11942
H -0.05373 -1.77730 -1.77837
H -1.67417 -2.96626 -0.48240
H -0.85672 -2.40426 1.11957
H 0.69472 -0.55307 0.89870
H 1.88623 -1.09665 -0.21361
H 0.72933 0.27339 -0.54595
*
```

F_max = 1.75 eV/A
E_tot = -304.9473 a.u.
ΔE to the lowest compared entry with this formula, charge and spin = 79.9 kcal/mol
HOMO-LUMO gap = 8.96 eV

These are the Löwdin partial charges, in e, on atoms 1 to 6: N -0.078; C -0.374; O -0.209; H 0.016; H 0.014; H 0.080

---

# 3
C3H10N2O | ωB97M-V with the def2-TZVPD basis set

Geometry as ORCA input:
```
! wB97M-V def2-TZVPD RIJCOSX def2/J DEFGRID3
* xyz 1 2
C 1.29607 -1.52143 0.83661
C 2.51393 -2.12428 1.12179
N 0.84942 -0.28654 0.97521
H 0.57289 -2.26721 0.49168
H 2.66709 -3.09212 0.65748
H 3.39159 -1.76394 1.64959
H -1.70000 3.33456 -1.08797
H 0.32850 0.16357 0.22459
H 1.04745 0.26755 1.79674
N -1.76509 0.19636 -0.74262
C -1.32813 1.42846 -1.30331
O -1.73560 2.55381 -0.52378
H -1.54417 0.17590 0.24843
H -2.75238 -0.01640 -0.77807
H -0.22616 1.45859 -1.23683
H -1.61541 1.49315 -2.32952
*
```

F_max = 1.79 eV/A
E_tot = -304.6933 a.u.
ΔE to the lowest compared entry with this formula, charge and spin = 57.7 kcal/mol
HOMO-LUMO gap (alpha / beta) = 9.36 / 5.77 eV
⟨S²⟩ = 0.770

These are the Löwdin partial charges, in e, on atoms 1 to 6: C -0.125; C 0.219; N 0.235; H 0.151; H 0.100; H 0.102

---

# 4
C3H10N2O2 | ωB97M-V with the def2-TZVPD basis set

Geometry as ORCA input:
```
! wB97M-V def2-TZVPD RIJCOSX def2/J DEFGRID3
* xyz 0 1
C -1.02425 1.13017 -0.84335
N -0.35153 -0.11961 -1.18141
O 0.15620 0.10188 -2.53335
C 0.86650 -0.37993 -0.37820
C 0.71193 -0.71983 1.14178
N -0.56916 -1.22751 1.57647
O 0.99787 0.40725 1.94844
H -0.32674 1.96342 -0.71254
H -1.61845 1.02300 0.06744
H -1.73205 1.40169 -1.63613
H -0.26522 -0.63397 -3.01802
H 1.57094 0.45562 -0.48982
H 1.34080 -1.25856 -0.83605
H 1.46661 -1.47564 1.38407
H -0.52225 -1.31051 2.59053
H -1.27914 -0.52800 1.39062
H 0.57795 1.17055 1.52951
*
```

F_max = 1.18 eV/A
SMILES string = CN(O)C[C@H](N)O
E_tot = -380.2166 a.u.
ΔE to the lowest compared entry with this formula, charge and spin = 75.3 kcal/mol
HOMO-LUMO gap = 10.29 eV

These are the Löwdin partial charges, in e, on atoms 1 to 6: C -0.089; N -0.224; O -0.072; C -0.127; C -0.443; N 0.062

---

# 5
C3H10N2O2 | ωB97M-V with the def2-TZVPD basis set

Geometry as ORCA input:
```
! wB97M-V def2-TZVPD RIJCOSX def2/J DEFGRID3
* xyz 0 1
C -1.19004 -0.83633 -1.04849
N -1.62917 -0.24166 0.18542
C -2.53044 0.62055 0.22022
O -3.21983 1.10756 -0.84742
H -1.26290 -1.91830 -0.93647
H -0.13840 -0.57995 -1.18031
H -1.76420 -0.51329 -1.91973
H -2.79962 1.02630 1.19196
H -3.86645 1.76617 -0.57743
C 1.51359 -0.13643 1.29942
O 1.97801 -0.02181 -0.03019
N 3.40902 0.04971 -0.05750
H 1.90004 -1.04504 1.76871
H 1.81458 0.73164 1.89226
H 0.42796 -0.18429 1.22075
H 3.72013 -0.73475 -0.62838
H 3.63770 0.90990 -0.55278
*
```

F_max = 0.69 eV/A
SMILES string = C/N=C\O.CON
E_tot = -380.1982 a.u.
ΔE to the lowest compared entry with this formula, charge and spin = 86.9 kcal/mol
HOMO-LUMO gap = 10.28 eV

These are the Löwdin partial charges, in e, on atoms 1 to 6: C -0.116; N -0.022; C -0.296; O 0.031; H 0.081; H 0.062

---

# 6
C3H10N2O2 | ωB97M-V with the def2-TZVPD basis set

Geometry as ORCA input:
```
! wB97M-V def2-TZVPD RIJCOSX def2/J DEFGRID3
* xyz 0 1
C -1.54791 -0.61971 1.29988
N -0.26030 -0.21546 0.75306
C -0.06300 0.10870 -0.58009
O -0.59607 0.99633 -1.18735
C 0.91434 -0.87083 -1.29533
N 0.83622 -2.27697 -0.89620
H -2.34310 0.10430 1.11885
H -1.79556 -1.59402 0.87935
H -1.38600 -0.73958 2.36886
H 0.31244 0.26557 1.42562
H 1.91763 -0.50610 -1.08897
H 0.56775 -0.80529 -2.33443
H -0.02202 -2.68646 -1.25110
H 1.58068 -2.73838 -1.40273
O 0.78902 2.58821 1.51693
H -0.12347 2.58416 1.79595
H 0.78708 2.34998 0.59459
*
```

F_max = 1.70 eV/A
SMILES string = CNC(=O)CN.O
E_tot = -380.2621 a.u.
ΔE to the lowest compared entry with this formula, charge and spin = 46.8 kcal/mol
HOMO-LUMO gap = 9.81 eV

These are the Löwdin partial charges, in e, on atoms 1 to 6: C -0.085; N -0.052; C -0.478; O 0.109; C -0.190; N -0.009

---

# 7
C3H10N2O2 | ωB97M-V with the def2-TZVPD basis set

Geometry as ORCA input:
```
! wB97M-V def2-TZVPD RIJCOSX def2/J DEFGRID3
* xyz 1 2
N 1.76131 -0.01703 2.10455
C 0.86673 -0.17718 0.84980
C 1.14758 0.80099 -0.28737
C 1.00619 -1.62262 0.40966
N 1.90678 -1.87302 -0.59038
O 0.35469 -2.61886 0.83800
H 2.23203 -0.86138 2.28613
H 1.25254 0.41510 2.93444
H -0.26286 -0.09719 1.07722
H 2.23811 0.74954 -0.88266
H 0.29996 0.64593 -0.95371
H 1.03299 1.94161 0.02494
H 2.36091 -2.64830 -0.84495
H 1.74360 -1.24273 -1.32615
H -6.27072 2.77769 -1.50124
H -5.95707 1.81179 -2.51063
O -5.71276 2.01566 -1.62764
*
```

F_max = 5.81 eV/A
E_tot = -379.8992 a.u.
ΔE to the lowest compared entry with this formula, charge and spin = 76.3 kcal/mol
HOMO-LUMO gap (alpha / beta) = 9.38 / 4.14 eV
⟨S²⟩ = 0.766

These are the Löwdin partial charges, in e, on atoms 1 to 6: N 0.300; C -0.268; C -0.064; C -0.403; N 0.224; O 0.171

---

# 8
C3H10N2O3S | ωB97M-V with the def2-TZVPD basis set

Geometry as ORCA input:
```
! wB97M-V def2-TZVPD RIJCOSX def2/J DEFGRID3
* xyz 0 1
C 0.62620 1.53290 -0.66635
C 0.20226 -0.15017 0.01400
N 1.15287 -1.11604 0.12971
C -1.01438 -0.59212 -0.85343
N -0.79047 -0.10513 -2.28473
S -0.39300 -0.05490 1.72340
O -0.62662 -1.41918 2.08869
O -1.43482 0.87723 2.05422
O 0.99746 0.46681 2.38932
H 1.28971 2.04187 0.03364
H 1.00904 1.39787 -1.61399
H -0.45235 1.89355 -0.66974
H 2.09436 -0.67279 0.47768
H 0.89395 -1.96476 0.44863
H -1.05166 -1.75647 -0.61867
H -1.90294 -0.10532 -0.52385
H -1.57797 -0.14368 -2.86176
H 0.09043 -0.49329 -2.60621
H 0.88792 0.36361 3.33945
*
```

F_max = 7.71 eV/A
SMILES string = C[C@](N)(CN)S(=O)(=O)O
E_tot = -853.6396 a.u.
ΔE to the lowest compared entry with this formula, charge and spin = 34.5 kcal/mol
HOMO-LUMO gap = 9.84 eV

These are the Löwdin partial charges, in e, on atoms 1 to 6: C 0.058; C -0.559; N 0.028; C -0.204; N 0.010; S 0.623

---

# 9
C3H10N2OS | ωB97M-V with the def2-TZVPD basis set

Geometry as ORCA input:
```
! wB97M-V def2-TZVPD RIJCOSX def2/J DEFGRID3
* xyz 0 1
C 0.82118 -0.17041 1.45399
C 1.38444 0.59787 -0.82273
C -1.62312 -0.13172 -1.66397
N -0.26400 -0.00821 2.41519
N 0.39817 -0.04790 0.02025
O -1.28819 -1.76751 0.46635
S -0.52794 -1.28588 -0.68410
H 1.46062 0.73295 1.49298
H -1.11390 -0.57025 2.05651
H 1.35132 -1.01899 1.64178
H 2.27768 1.03845 -0.22117
H 1.91362 -0.08462 -1.51025
H 1.06992 1.48042 -1.43026
H -2.51935 -0.64353 -1.81945
H -1.90783 0.86627 -1.30613
H -0.96306 -0.01493 -2.50208
H -0.46957 1.02798 2.41308
*
```

F_max = 3.90 eV/A
E_tot = -703.1566 a.u.
ΔE to the lowest compared entry with this formula, charge and spin = 72.9 kcal/mol
HOMO-LUMO gap = 9.34 eV

These are the Löwdin partial charges, in e, on atoms 1 to 6: C -0.294; C -0.171; C -0.212; N -0.012; N -0.416; O -0.514

---

# 10
C3H10N2OS | ωB97M-V with the def2-TZVPD basis set

Geometry as ORCA input:
```
! wB97M-V def2-TZVPD RIJCOSX def2/J DEFGRID3
* xyz 0 1
C 0.59298 1.50939 -1.03557
C 1.02664 0.54030 0.07463
N 1.15758 -0.65342 -0.26348
C 1.53276 -1.64592 0.62656
H 0.96642 1.00341 -1.89658
H 1.08828 2.45866 -0.81796
H -0.44664 1.45061 -1.02702
H 1.29605 0.97566 1.05982
H 1.34050 -1.39892 1.67305
H 0.86505 -2.52899 0.36807
H 2.56240 -2.08800 0.50930
N -2.45184 0.87698 0.50270
S -2.06149 -0.80975 0.49526
O -1.40136 -0.99397 -0.93125
H -2.24272 1.28251 1.41894
H -3.35361 1.10860 0.07121
H -0.47099 -1.08715 -0.82767
*
```

F_max = 3.53 eV/A
SMILES string = C/C=N/C.NSO
E_tot = -703.1701 a.u.
ΔE to the lowest compared entry with this formula, charge and spin = 64.5 kcal/mol
HOMO-LUMO gap = 9.04 eV

These are the Löwdin partial charges, in e, on atoms 1 to 6: C -0.047; C -0.220; N -0.109; C -0.165; H 0.071; H 0.078

---

# 11
C3H10N2P | ωB97M-V with the def2-TZVPD basis set

Geometry as ORCA input:
```
! wB97M-V def2-TZVPD RIJCOSX def2/J DEFGRID3
* xyz 1 1
C -1.26386 -0.61639 -1.48238
C 0.05409 1.36247 1.49965
C -0.06733 0.03647 -0.99638
N 2.04712 -1.34136 0.03328
N -0.07057 0.00478 1.01343
P 1.47634 -0.88163 -1.34558
H -1.39018 -1.71589 -1.56674
H -1.46345 -0.33618 -2.47715
H -2.18982 -0.48440 -0.77037
H -0.65031 2.08120 1.00693
H 0.02660 1.61598 2.62971
H 1.04752 1.83384 1.22023
H -0.31599 1.17839 -1.04315
H 3.02703 -1.63633 -0.01969
H 0.73736 -0.66295 1.09358
H -1.00454 -0.43799 1.20461
*
```

F_max = 5.03 eV/A
E_tot = -570.8127 a.u.
ΔE to the lowest compared entry with this formula, charge and spin = 68.8 kcal/mol
HOMO-LUMO gap = 9.08 eV

These are the Löwdin partial charges, in e, on atoms 1 to 6: C -0.185; C -0.127; C -0.371; N -0.278; N -0.010; P 0.958

---

# 12
C3H10N2S | ωB97M-V with the def2-TZVPD basis set

Geometry as ORCA input:
```
! wB97M-V def2-TZVPD RIJCOSX def2/J DEFGRID3
* xyz 0 1
H 2.46497 -1.32148 1.27484
N 3.07857 -0.77289 0.65446
C 2.33093 -0.80992 -0.39836
N 2.75498 -0.32237 -1.55409
H 1.35967 -1.21779 -0.52142
H 2.23301 -0.55845 -2.43263
H 3.52654 0.21664 -1.23476
C -1.49691 0.08998 1.80896
S -1.37542 0.73776 -0.00749
C -3.10255 0.36012 -0.58744
H -1.48489 1.06351 2.38386
H -0.49940 -0.37378 2.24635
H -2.33329 -0.71851 1.91138
H -3.19030 0.08728 -1.70777
H -3.56640 -0.48420 -0.07080
H -3.72682 1.32836 -0.37069
*
```

F_max = 2.54 eV/A
SMILES string = [H]/N=C/N.CSC
E_tot = -627.9208 a.u.
ΔE to the lowest compared entry with this formula, charge and spin = 46.3 kcal/mol
HOMO-LUMO gap = 9.48 eV

These are the Löwdin partial charges, in e, on atoms 1 to 6: H 0.022; N 0.046; C -0.459; N 0.069; H 0.086; H 0.133

---

# 13
C3H10N2S | ωB97M-V with the def2-TZVPD basis set

Geometry as ORCA input:
```
! wB97M-V def2-TZVPD RIJCOSX def2/J DEFGRID3
* xyz 0 1
N -1.71713 -1.45282 -0.64775
C -0.51902 -1.21187 0.16872
C 0.12890 0.10066 -0.22574
N -0.84067 1.19594 -0.24082
C 1.35667 0.38225 0.62815
S 2.59992 1.45073 -0.20827
H -2.12205 -2.32495 -0.31883
H -2.42001 -0.77522 -0.35163
H -0.73230 -1.23292 1.23534
H 0.17295 -2.01775 -0.06753
H 0.55005 -0.04523 -1.23404
H -0.36833 2.05170 -0.51460
H -1.46257 1.01083 -1.02461
H 1.16950 0.81419 1.61044
H 1.91313 -0.54169 0.78005
H 2.29095 2.59613 0.41110
*
```

F_max = 0.86 eV/A
SMILES string = NC[C@@H](N)CS
E_tot = -627.9901 a.u.
ΔE to the lowest compared entry with this formula, charge and spin = 2.9 kcal/mol
HOMO-LUMO gap = 10.18 eV

These are the Löwdin partial charges, in e, on atoms 1 to 6: N -0.009; C -0.269; C -0.515; N 0.039; C -0.519; S 0.692

---

# 14
C3H10N3 | ωB97M-V with the def2-TZVPD basis set

Geometry as ORCA input:
```
! wB97M-V def2-TZVPD RIJCOSX def2/J DEFGRID3
* xyz 1 1
C 0.50874 -0.75080 2.98945
C -0.58339 -1.45989 2.69959
H 0.43437 0.26875 3.38466
H 1.51139 -1.16765 2.84063
H -1.58604 -1.04305 2.84841
H -0.50902 -2.47945 2.30438
C 0.02240 0.66321 -1.70671
N 0.03869 1.14587 -2.94877
N -0.64834 1.30557 -0.75097
N 0.67684 -0.46181 -1.42038
H 0.55358 0.65276 -3.68244
H -0.46369 2.00949 -3.16857
H -1.15072 2.16919 -0.97077
H -0.66085 0.93506 0.20249
H 0.66433 -0.83232 -0.46692
H 1.19172 -0.95491 -2.15405
*
```

F_max = 0.82 eV/A
E_tot = -284.3423 a.u.
ΔE to the lowest compared entry with this formula, charge and spin = 21.1 kcal/mol
HOMO-LUMO gap = 10.15 eV

These are the Löwdin partial charges, in e, on atoms 1 to 6: C -0.092; C -0.092; H 0.053; H 0.053; H 0.053; H 0.053